## 1
# C32H91N5O17

A 11-piece molecular cluster, C32H91N5O17 overall (the ωB97M-V functional and the def2-TZVPD basis, the Open Molecules 2025 dataset).

Each line ends with the Löwdin charge.
CARTESIAN COORDINATES (ANGSTROEM)
C -2.15468 -0.46163 3.54012  -0.0357
O -2.32754 -0.08400 4.94677  -0.1686
C -3.57779 -0.05717 5.45192  -0.3067
C -3.54478 0.66310 6.75573  -0.4676
C -2.60806 -0.05786 7.71317  -0.0484
N -4.85196 0.87851 7.37146  0.0521
H -2.40080 -1.51000 3.37142  0.0796
H -1.08655 -0.35220 3.35248  0.0689
H -2.71248 0.17631 2.85456  0.0798
H -4.38130 0.34026 4.83182  0.1250
H -3.92981 -1.07503 5.61966  0.1284
H -3.20616 1.65371 6.45220  0.1318
H -2.83379 0.38770 8.68200  0.0807
H -1.56551 0.02313 7.40553  0.0737
H -2.79382 -1.12986 7.64670  0.0826
H -4.96570 0.12778 8.03746  0.0638
H -5.41638 0.78255 6.53940  0.0603
C 2.62054 -1.53752 -3.74791  -0.0901
O 3.05006 -0.83058 -4.92953  -0.1903
C 3.90928 0.17995 -4.42522  -0.2071
C 4.48924 0.97928 -5.64778  -0.4248
C 5.42843 2.09281 -5.30299  -0.0675
N 3.39583 1.43063 -6.51623  0.0352
H 2.73945 -2.59138 -3.99959  0.0881
H 1.59089 -1.21368 -3.59611  0.0700
H 3.14975 -1.42143 -2.80210  0.0759
H 3.44132 0.73767 -3.61401  0.1179
H 4.79458 -0.34329 -4.06392  0.1193
H 5.09714 0.31544 -6.26250  0.1326
H 5.25509 2.62660 -4.36858  0.0596
H 5.44941 2.74302 -6.17756  0.0837
H 6.40652 1.63732 -5.14818  0.0780
H 2.71235 0.69152 -6.59781  0.0509
H 2.85398 2.19980 -6.14898  0.0649
C -3.56864 -1.73064 -2.61621  -0.1127
O -3.04751 -2.35240 -1.49089  -0.2467
C -3.31555 -3.79482 -1.39678  -0.1096
C -2.63568 -4.34524 -0.10291  -0.4141
C -3.19447 -5.73795 0.27036  -0.0613
N -3.07322 -3.57590 1.02914  0.0395
H -3.27327 -0.69305 -2.77197  0.0904
H -4.65240 -1.62041 -2.57852  0.0895
H -3.27942 -2.31458 -3.48998  0.0977
H -4.35843 -4.11172 -1.38751  0.1290
H -2.71516 -4.31725 -2.14156  0.1265
H -1.55202 -4.39574 -0.20886  0.1226
H -4.27964 -5.63915 0.24308  0.0814
H -3.00016 -6.04492 1.29803  0.0739
H -2.87370 -6.55805 -0.37202  0.0775
H -2.95562 -4.07908 1.89694  0.0791
H -2.72292 -2.62954 1.07140  0.0542
C 1.57449 4.84573 5.02201  -0.1107
O 0.54775 3.85290 4.75378  -0.1953
C -0.03388 3.92335 3.39816  -0.1445
C -1.45304 3.20888 3.16357  -0.3886
C -1.97285 3.51159 1.75625  -0.0756
N -2.57520 3.85395 3.82535  0.0186
H 2.20731 5.20318 4.20969  0.0861
H 2.37904 4.43801 5.63402  0.0554
H 1.31117 5.67856 5.67405  0.0815
H -0.07809 4.96046 3.06569  0.1176
H 0.64467 3.35223 2.76452  0.0975
H -1.29517 2.18692 3.50821  0.1170
H -1.93322 4.58607 1.57734  0.0801
H -2.90346 3.03442 1.44904  0.0869
H -1.15262 3.17545 1.12194  0.0607
H -2.62794 4.79668 3.46678  0.0649
H -2.28676 3.93196 4.79014  0.0666
C -1.10301 0.11755 -5.23032  -0.1384
O -1.98598 0.27407 -6.26488  -0.1674
C -1.34485 0.12426 -7.51669  -0.2472
C -2.35184 0.10213 -8.63771  -0.4173
C -1.69013 -0.38946 -9.91670  -0.0646
N -2.89502 1.47713 -8.78728  0.0345
H -0.45774 -0.74961 -5.37080  0.0854
H -1.51726 0.18981 -4.22470  0.0747
H -0.37194 0.91667 -5.35298  0.0844
H -0.49384 0.78157 -7.69507  0.1280
H -0.84010 -0.84124 -7.55036  0.1194
H -3.14880 -0.54627 -8.27368  0.1420
H -0.72165 0.06966 -10.11505  0.0791
H -2.28854 -0.00579 -10.74302  0.0727
H -1.66310 -1.47493 -10.01218  0.0787
H -2.17659 2.16251 -8.97226  0.0662
H -3.32331 1.77101 -7.92108  0.0606
O 1.94542 -0.29835 3.72167  -0.0657
C 1.95888 0.83724 4.54026  -0.2144
C 3.30920 1.69452 4.65843  -0.1565
O 4.26755 0.85815 5.37976  -0.0981
H 2.79985 -0.56368 3.37360  0.0719
H 1.24907 1.47244 4.01037  0.0801
H 1.56131 0.70796 5.54690  0.1220
H 3.20514 2.50368 5.38130  0.0917
H 3.72020 2.04141 3.71035  0.1048
H 3.97614 0.78545 6.29157  0.0772
O 2.68969 -3.41553 1.07559  -0.0853
C 1.76848 -4.23394 1.82037  -0.2333
C 2.30316 -5.62404 1.96961  -0.2730
O 3.45345 -5.67007 2.74960  -0.0417
H 3.50878 -3.48090 1.57199  0.0503
H 1.60042 -3.76659 2.79065  0.1219
H 0.80371 -4.18222 1.31576  0.1113
H 2.44748 -6.00479 0.95853  0.1266
H 1.51843 -6.16657 2.49684  0.1237
H 4.29699 -5.58940 2.29845  0.0918
O 0.12345 0.05616 -1.95187  -0.0666
C -0.46832 -0.57481 -0.82071  -0.1958
C 0.39684 -0.70829 0.46532  -0.1779
O 0.84872 0.55544 0.93567  -0.0954
H 0.55559 0.88351 -1.72743  0.0320
H -1.44067 -0.12687 -0.61579  0.1006
H -0.82548 -1.55134 -1.14771  0.1038
H 1.23539 -1.39670 0.36035  0.1004
H -0.09229 -1.14008 1.33848  0.1047
H 1.14060 0.55990 1.85021  0.0549
O -5.72279 -2.25013 1.81204  -0.0926
C -6.08685 -1.39898 0.68844  -0.2009
C -5.16740 -0.12574 0.58463  -0.1763
O -3.80431 -0.64820 0.48274  -0.1190
H -4.77324 -2.30805 1.94092  0.0301
H -6.00346 -1.99237 -0.22207  0.0978
H -7.11301 -1.03397 0.73177  0.1089
H -5.14430 0.46293 1.50170  0.1070
H -5.66776 0.51163 -0.14441  0.1068
H -3.49839 -1.10743 -0.30282  0.0158
O 4.22526 4.54309 -1.08023  -0.0770
C 3.56410 3.43745 -1.64898  -0.2225
C 2.05263 3.59587 -1.29394  -0.1497
O 1.56397 2.25038 -1.11379  -0.1170
H 4.09520 4.59766 -0.13065  0.0810
H 3.76044 3.26981 -2.70797  0.1000
H 4.11476 2.58152 -1.25879  0.0894
H 1.41950 3.97343 -2.09687  0.1219
H 1.96764 4.20886 -0.39666  0.1142
H 1.25696 2.05901 -0.22456  0.0461
O 6.74682 0.36232 1.01422  -0.0820
C 5.39461 0.91542 0.98839  -0.1776
C 4.39887 -0.25109 0.54751  -0.1612
O 4.35546 -1.22528 1.63729  -0.0838
H 6.75989 -0.19832 1.79340  0.0670
H 5.25735 1.42973 1.93958  0.1032
H 5.39067 1.64546 0.17899  0.0912
H 4.75880 -0.65730 -0.39777  0.1138
H 3.44860 0.15497 0.20081  0.0972
H 5.08465 -1.84457 1.55747  0.0805

The SMILES is COC[C@H](C)N.COC[C@H](C)N.COC[C@H](C)N.COC[C@H](C)N.COC[C@H](C)N.OCCO.OCCO.OCCO.OCCO.OCCO.OCCO. For the HOMO energy, the calculation gives -8.98 eV. For the frontier orbital gap, the calculation gives 9.034 eV.



## 2
# C32H91N5O17

A 11-piece molecular cluster, C32H91N5O17 overall (the ωB97M-V functional and the def2-TZVPD basis, the Open Molecules 2025 dataset).

Each line ends with the Löwdin charge.
CARTESIAN COORDINATES (ANGSTROEM)
C 2.75699 2.10060 6.00634  -0.0648
O 2.74413 3.07763 4.94330  -0.2062
C 1.44269 3.52600 4.61690  -0.2003
C 1.69137 4.86989 3.94931  -0.4485
C 0.55716 5.38600 3.19476  -0.0697
N 2.77067 4.65851 2.98763  0.0472
H 2.36482 2.51310 6.87927  0.0619
H 3.76289 1.79224 6.21681  0.0869
H 2.17485 1.21169 5.80125  0.0818
H 0.93774 2.85070 3.95772  0.1172
H 0.73769 3.74643 5.44662  0.1396
H 2.08729 5.52976 4.76288  0.1547
H 0.44897 4.79534 2.25239  0.0894
H 0.72345 6.43725 2.89476  0.0910
H -0.37504 5.37930 3.74882  0.0826
H 3.53125 4.23944 3.46660  0.0760
H 2.95380 5.54289 2.50168  0.0851
C -7.69109 0.36769 -4.52305  -0.1017
O -6.34158 0.57184 -4.83717  -0.1822
C -5.77956 1.69104 -4.26252  -0.2529
C -4.29328 1.58631 -4.27840  -0.4693
C -3.69756 2.86054 -3.85919  -0.0686
N -3.69219 1.26120 -5.57125  0.0475
H -8.07987 -0.51755 -5.02845  0.0958
H -8.20337 1.28891 -4.90455  0.0980
H -7.94959 0.42084 -3.49591  0.0692
H -6.15501 2.52877 -4.85982  0.1326
H -6.13800 1.94068 -3.20056  0.1523
H -4.02346 0.85640 -3.53253  0.1213
H -2.71739 2.70044 -3.39190  0.0800
H -4.28475 3.36632 -3.09522  0.0805
H -3.63324 3.53721 -4.72490  0.0927
H -3.86814 2.05949 -6.21353  0.1000
H -4.16053 0.47764 -6.06527  0.0974
C 5.39648 -4.12977 -3.44297  -0.1639
O 5.46566 -3.46880 -2.24854  -0.1915
C 4.92694 -4.25589 -1.16535  -0.1625
C 4.57466 -3.34213 0.05470  -0.3662
C 5.83285 -2.63185 0.57706  -0.0627
N 3.96647 -4.16038 1.17678  0.0314
H 4.38948 -4.13699 -3.86644  0.0776
H 5.74058 -5.18797 -3.46638  0.0991
H 6.03811 -3.58725 -4.15510  0.0971
H 3.98743 -4.70923 -1.41935  0.1006
H 5.65193 -5.05771 -0.79652  0.1515
H 3.78900 -2.57742 -0.09300  0.1252
H 5.70111 -1.99430 1.40201  0.0442
H 6.33707 -1.96549 -0.14256  0.0823
H 6.66654 -3.34389 0.71517  0.0858
H 3.44115 -3.59221 1.86353  0.0778
H 4.65504 -4.65975 1.73944  0.0875
C -2.05117 0.23590 3.58511  -0.1160
O -2.50810 -0.66123 2.60540  -0.1947
C -3.55761 -0.02802 1.78288  -0.1747
C -3.77918 -0.74487 0.50689  -0.4378
C -4.83608 0.00347 -0.30945  -0.0553
N -4.24115 -2.16138 0.65528  0.0418
H -1.96694 1.23594 3.15309  0.0703
H -1.06493 -0.08485 4.02902  0.1022
H -2.71384 0.37589 4.43073  0.0828
H -4.51015 0.13468 2.38056  0.1574
H -3.22605 0.98971 1.50524  0.0900
H -2.91006 -0.79341 -0.12084  0.1159
H -4.51404 1.01158 -0.41949  0.0553
H -5.82126 -0.17944 0.07135  0.0720
H -4.86126 -0.32992 -1.36315  0.0784
H -3.69271 -2.61984 1.41959  0.0632
H -5.24481 -2.10105 0.95971  0.0794
C 3.05764 -1.41506 -3.23795  -0.0215
O 1.85129 -0.92660 -2.59954  -0.2151
C 2.04362 0.14596 -1.75825  -0.2293
C 0.77988 0.48103 -1.01398  -0.3932
C 0.17013 -0.74420 -0.38330  -0.0297
N -0.27038 1.23640 -1.76537  0.0485
H 3.69324 -1.79905 -2.46934  0.0672
H 3.43048 -0.53662 -3.79149  0.1036
H 2.92492 -2.14539 -3.99247  0.0734
H 2.84039 -0.05582 -1.04414  0.1140
H 2.46258 1.03818 -2.32347  0.1370
H 1.05894 1.15097 -0.19535  0.1169
H 0.81563 -1.20852 0.37029  0.0835
H -0.18807 -1.46626 -1.10955  0.0544
H -0.70821 -0.38936 0.18366  0.0758
H 0.13506 1.96446 -2.40498  0.0989
H -0.60518 0.61029 -2.54820  0.0718
O -2.10428 -4.30508 2.50794  -0.0541
C -1.01064 -4.69071 3.31037  -0.2466
C -0.46685 -3.46184 4.02602  -0.1938
O 0.07550 -2.52270 3.07492  -0.1145
H -2.11596 -4.91784 1.77587  0.0578
H -1.21019 -5.44312 4.09049  0.1219
H -0.21976 -5.08622 2.68727  0.1027
H 0.35127 -3.82454 4.65757  0.1251
H -1.17943 -2.93041 4.66614  0.1262
H -0.67196 -2.06278 2.61735  0.0942
O 2.55776 3.13069 0.63110  -0.0957
C 2.49833 3.97447 -0.50023  -0.2075
C 3.29470 5.34136 -0.38924  -0.1775
O 2.56933 6.37896 0.33225  -0.1121
H 2.55079 3.69961 1.38492  0.0097
H 2.82621 3.44016 -1.34615  0.0861
H 1.41195 4.14487 -0.67637  0.1193
H 3.45780 5.77152 -1.41553  0.1227
H 4.25470 5.24311 0.11366  0.1158
H 1.86607 6.71751 -0.24351  0.0878
O -0.48607 -2.42264 -2.90454  -0.0992
C -1.19919 -2.55528 -4.09094  -0.2639
C -2.05084 -1.34403 -4.42039  -0.2343
O -1.28445 -0.11667 -4.49655  -0.1008
H 0.24053 -1.75123 -3.03868  0.0749
H -0.59186 -2.81137 -4.95556  0.1141
H -1.95010 -3.39465 -3.96197  0.1409
H -2.82940 -1.22465 -3.63923  0.1113
H -2.61379 -1.49947 -5.38808  0.1266
H -1.88040 0.49925 -4.92592  0.0227
O -3.36924 3.90518 2.18626  -0.0304
C -3.46805 4.26653 0.86003  -0.2975
C -2.23009 4.01130 0.08333  -0.2503
O -1.87071 2.66094 0.23662  -0.0984
H -2.96877 3.04500 2.15791  0.0360
H -4.38206 3.83845 0.38163  0.1260
H -3.68210 5.31680 0.83008  0.1128
H -1.42968 4.52362 0.61829  0.1060
H -2.30080 4.30853 -0.96919  0.1232
H -1.50201 2.17712 -0.52053  0.0349
O -0.87927 -5.65767 0.19875  -0.0947
C -0.20301 -4.78097 -0.70300  -0.2207
C 1.09925 -4.44766 -0.05754  -0.2437
O 1.74923 -5.72008 0.18770  -0.1146
H -0.30350 -6.41436 0.37410  0.0860
H -0.07013 -5.32296 -1.65408  0.1268
H -0.88182 -3.91861 -0.85120  0.1199
H 0.99758 -3.95124 0.93332  0.1068
H 1.72170 -3.78279 -0.71973  0.1172
H 2.63924 -5.50762 0.53713  0.0384
O 3.64045 0.60408 1.39102  -0.0771
C 2.77507 0.40331 2.49669  -0.2305
C 3.07948 -1.00991 3.09177  -0.1830
O 2.15933 -1.34001 4.17745  -0.0767
H 3.32631 1.43316 1.02985  0.0258
H 2.95351 1.16939 3.27360  0.1069
H 1.74228 0.53069 2.19978  0.1066
H 4.12936 -0.99464 3.33689  0.1135
H 2.89858 -1.63330 2.26264  0.0673
H 1.38486 -1.76560 3.84365  -0.0132

The SMILES is COC[C@H](C)N.COC[C@H](C)N.COC[C@H](C)N.COC[C@H](C)N.COC[C@H](C)N.OCCO.OCCO.OCCO.OCCO.OCCO.OCCO. For the HOMO energy, the calculation gives -9.01 eV. For the frontier orbital gap, the calculation gives 9.460 eV.



Of them, 1 has the lowest stability.



## 1
# ClHNO3P

A 2-piece molecular cluster, ClHNO3P overall (the ωB97M-V functional and the def2-TZVPD basis, the Open Molecules 2025 dataset).

Each line ends with the Löwdin charge.
CARTESIAN COORDINATES (ANGSTROEM)
N 2.27884 -1.85661 -0.90833  -0.7608
O -0.30448 2.25192 0.77492  -0.4006
O -1.66076 0.89913 2.42582  -0.4207
O -2.32530 0.80602 -0.02399  -0.3901
P -1.39027 1.27007 1.01094  0.2063
Cl 1.90171 -2.23237 -2.62153  -0.0722
H 1.50025 -1.13817 -0.65784  -0.1619

For the HOMO energy, the calculation gives 1.01 eV. For the frontier orbital gap, the calculation gives 5.527 eV. The total charge is -2.



## 2
# ClHNO3P

A 2-piece molecular cluster, ClHNO3P overall (the ωB97M-V functional and the def2-TZVPD basis, the Open Molecules 2025 dataset).

Each line ends with the Löwdin charge.
CARTESIAN COORDINATES (ANGSTROEM)
N -2.37875 -0.27466 -0.89207  -0.8698
O 1.73792 -1.17283 1.30042  -0.4140
O 1.29706 1.14038 2.25265  -0.4394
O 2.10908 0.85985 -0.24358  -0.4206
P 1.60808 0.27929 1.04870  0.2554
Cl -2.79680 0.09616 -2.39937  0.0461
H -1.57659 -0.92818 -1.06676  -0.1577

For the HOMO energy, the calculation gives 1.62 eV. For the frontier orbital gap, the calculation gives 5.016 eV. The total charge is -2.



Of them, 2 has the lowest stability.